Molecular formula: C19H25N5OS
Method: DFT, ωB97M-V/def2-TZVPD

Last column: natural (NBO) charge in e.
Cartesian coordinates (Å):
C (-4.085, -2.874, -1.346)  -0.234
H (-4.660, -3.644, -1.029)  0.176
O (-3.317, -2.096, -0.423)  -0.538
C (-4.272, -1.580, 0.510)  -0.113
C (-4.862, -0.385, -0.110)  -0.322
H (-5.346, -0.410, -0.914)  0.177
H (-5.792, -0.033, 0.868)  0.173
C (-3.847, 0.911, -0.083)  -0.167
N (-2.783, 0.529, -0.916)  -0.633
C (-1.571, 1.164, -1.076)  0.226
N (-1.652, 2.729, -0.738)  -0.678
H (-2.489, 3.004, -0.359)  0.413
C (-0.362, 3.131, -0.845)  -0.147
H (-0.528, 4.357, -1.201)  0.161
H (0.362, 2.725, -1.403)  0.250
C (0.029, 3.523, 0.839)  -0.237
N (0.076, 2.181, 1.548)  -0.558
C (0.825, 1.241, 1.273)  0.514
N (2.112, 1.650, 0.552)  -0.495
C (2.812, 0.573, 0.444)  0.181
C (4.010, 0.830, -0.401)  -0.194
C (4.822, -0.061, -0.491)  -0.059
C (4.618, -1.380, -0.288)  -0.203
C (3.393, -1.799, 0.450)  0.000
C (2.530, -0.661, 0.388)  -0.162
C (1.382, -1.062, 1.244)  -0.006
C (0.466, -0.223, 1.545)  -0.345
C (-0.783, -0.064, 2.064)  0.291
N (-1.971, -0.331, 2.624)  -0.356
H (1.027, -2.132, 1.560)  0.232
C (3.163, -3.175, 0.522)  -0.659
H (2.212, -3.622, -0.070)  0.233
H (3.036, -3.399, 1.662)  0.220
H (3.946, -4.050, 0.220)  0.243
H (5.300, -2.329, -0.617)  0.208
C (6.277, 0.349, -1.297)  -0.513
H (6.287, -0.327, -2.484)  0.188
H (6.364, 1.237, -1.201)  0.148
H (7.055, -0.197, -0.737)  0.198
H (4.145, 1.999, -0.436)  0.214
H (-0.801, 1.998, 1.971)  0.407
H (0.997, 3.966, 0.928)  0.218
H (-0.618, 4.262, 1.241)  0.202
S (-0.389, 0.312, -1.792)  -0.139
H (-2.740, -0.436, -1.035)  0.428
H (-3.317, 0.978, 1.059)  0.171
H (-4.192, 1.715, -0.280)  0.147
H (-5.022, -2.367, 0.841)  0.185
H (-3.679, -1.287, 1.317)  0.225
H (-3.489, -3.290, -1.969)  0.183
H (-4.680, -2.152, -2.127)  0.145

- electronic energy (Eh) = -1485.5348
- ΔE to the lowest compared entry with this formula, charge and spin (kcal per mole) = 459.0
- molar mass (g mol⁻¹) = 371.5
- HOMO level (eV) = -7.267
- HOMO-LUMO gap (eV) = 7.1



Molecular formula: C37H81BrN8O13P2
Method: DFT, ωB97M-V/def2-TZVPD

Last column: Mulliken charge in e.
Cartesian coordinates (Å):
C (7.072, -0.100, -0.666)  -1.417
C (7.154, 0.061, -1.978)  -0.245
C (7.376, 1.378, -2.688)  2.190
C (7.399, 1.239, -4.241)  -1.057
C (6.892, -0.024, -4.946)  -0.889
O (7.757, -1.121, -4.666)  -0.484
C (5.422, -0.410, -4.695)  0.011
N (5.238, -1.834, -5.011)  -0.717
C (6.312, 2.452, -2.263)  -2.887
N (4.918, 1.999, -2.209)  0.975
C (4.191, 2.362, -3.460)  -1.087
C (2.795, 1.729, -3.477)  -0.046
C (1.671, 2.761, -3.562)  -0.854
C (0.284, 2.133, -3.415)  -0.020
C (-0.775, 3.157, -2.988)  -1.026
C (-2.202, 2.788, -3.420)  -0.840
C (-2.972, 1.966, -2.365)  -0.539
C (-3.672, 0.716, -2.909)  -0.561
O (-5.065, 0.768, -2.545)  -0.227
C (-5.650, -0.397, -2.188)  0.697
C (-6.843, -0.183, -1.302)  -0.756
O (-5.245, -1.469, -2.556)  -0.593
P (4.047, 2.841, -0.949)  -0.340
P (4.650, 2.076, 1.010)  0.961
O (4.451, 0.665, 1.360)  -0.527
O (6.135, 2.642, 1.254)  -0.534
O (3.729, 3.019, 1.929)  -0.515
O (8.584, 2.082, -2.287)  -0.328
C (9.704, 1.432, -1.804)  0.364
C (10.724, 2.497, -1.479)  -1.379
Br (10.499, 0.142, -3.071)  -0.175
H (6.656, -1.008, -0.253)  0.304
H (7.430, 0.653, 0.019)  0.272
H (7.047, -0.816, -2.599)  0.428
H (8.436, 1.364, -4.548)  0.471
H (6.864, 2.086, -4.678)  0.379
H (6.960, 0.196, -6.018)  0.454
H (7.859, -1.633, -5.473)  0.439
H (4.789, 0.130, -5.402)  0.565
H (5.117, -0.171, -3.673)  -0.001
H (4.250, -2.008, -5.158)  0.300
H (5.509, -2.401, -4.216)  0.296
H (6.644, 2.838, -1.298)  1.006
H (6.411, 3.286, -2.970)  0.239
H (4.128, 3.459, -3.549)  0.586
H (4.783, 2.022, -4.304)  0.490
H (2.702, 1.086, -4.355)  0.561
H (2.685, 1.133, -2.577)  -0.580
H (1.728, 3.296, -4.516)  0.265
H (1.800, 3.528, -2.788)  0.376
H (-0.023, 1.700, -4.371)  0.447
H (0.347, 1.335, -2.671)  0.025
H (-0.520, 4.150, -3.367)  0.482
H (-0.775, 3.235, -1.896)  0.391
H (-2.766, 3.694, -3.646)  0.343
H (-2.160, 2.206, -4.344)  0.420
H (-3.751, 2.574, -1.905)  0.352
H (-2.290, 1.655, -1.571)  0.325
H (-3.607, 0.666, -3.998)  0.223
H (-3.247, -0.203, -2.512)  0.410
H (-7.707, -0.689, -1.728)  0.286
H (-6.630, -0.631, -0.332)  0.301
H (-7.079, 0.868, -1.182)  0.074
H (2.845, 2.109, -0.888)  0.039
H (6.521, 2.169, 2.007)  0.341
H (3.936, 3.958, 1.840)  0.318
H (9.468, 0.836, -0.925)  0.234
H (10.370, 3.069, -0.619)  0.327
H (10.811, 3.185, -2.319)  0.358
H (11.693, 2.056, -1.259)  0.415
C (2.680, -3.143, 0.600)  -0.486
N (2.481, -2.455, -0.660)  0.324
C (2.879, -3.093, -1.900)  -0.899
C (1.942, -1.229, -0.717)  -0.068
O (1.779, -0.593, -1.748)  -0.765
H (3.739, -3.361, 0.752)  0.387
H (2.117, -4.078, 0.615)  0.446
H (2.330, -2.521, 1.419)  -0.303
H (3.627, -2.488, -2.416)  0.118
H (2.024, -3.209, -2.566)  0.302
H (3.298, -4.071, -1.675)  0.411
H (1.664, -0.830, 0.271)  0.397
C (0.556, -1.081, 6.217)  -0.487
N (0.916, -1.822, 5.023)  0.225
C (1.470, -1.126, 3.874)  -0.966
C (0.756, -3.152, 4.946)  0.031
O (1.046, -3.838, 3.982)  -0.605
H (-0.210, -0.337, 5.995)  0.347
H (1.432, -0.576, 6.629)  0.345
H (0.164, -1.766, 6.962)  -0.134
H (0.834, -1.286, 3.002)  0.264
H (2.465, -1.511, 3.646)  0.271
H (1.532, -0.063, 4.088)  0.415
H (0.325, -3.585, 5.866)  0.295
C (0.902, -3.920, 11.001)  -0.892
N (0.039, -2.789, 10.728)  0.076
C (-0.437, -1.968, 11.828)  -0.948
C (-0.345, -2.467, 9.480)  0.494
O (-1.067, -1.533, 9.189)  -0.620
H (0.404, -4.640, 11.652)  0.333
H (1.825, -3.595, 11.485)  0.324
H (1.158, -4.417, 10.068)  0.322
H (-1.526, -1.974, 11.868)  0.292
H (-0.113, -0.934, 11.703)  0.293
H (-0.038, -2.361, 12.759)  0.385
H (0.064, -3.157, 8.719)  -0.041
C (-8.440, 5.424, -1.816)  -0.932
N (-8.839, 4.036, -1.891)  0.182
C (-9.202, 3.470, -3.180)  -0.781
C (-8.893, 3.243, -0.808)  0.080
O (-9.229, 2.072, -0.830)  -0.597
H (-9.243, 6.076, -2.164)  0.318
H (-7.553, 5.608, -2.426)  0.334
H (-8.208, 5.678, -0.783)  0.301
H (-10.229, 3.111, -3.146)  0.131
H (-8.548, 2.630, -3.421)  0.261
H (-9.118, 4.235, -3.946)  0.400
H (-8.597, 3.757, 0.122)  0.304
C (-14.561, 1.786, -4.075)  -0.901
N (-14.101, 3.145, -3.886)  0.090
C (-15.036, 4.160, -3.432)  -0.934
C (-12.826, 3.509, -4.116)  0.150
O (-12.391, 4.636, -3.971)  -0.623
H (-15.354, 1.743, -4.823)  0.338
H (-14.942, 1.371, -3.140)  0.334
H (-13.731, 1.169, -4.413)  0.302
H (-15.112, 4.967, -4.162)  0.295
H (-14.702, 4.594, -2.489)  0.290
H (-16.013, 3.704, -3.294)  0.376
H (-12.195, 2.671, -4.460)  0.298
C (0.051, -8.499, 4.576)  -0.878
N (1.079, -7.928, 5.417)  0.152
C (1.722, -6.688, 5.009)  -0.898
C (1.460, -8.503, 6.573)  0.124
O (2.310, -8.055, 7.319)  -0.592
H (0.445, -8.737, 3.585)  0.319
H (-0.784, -7.806, 4.456)  0.318
H (-0.321, -9.416, 5.030)  0.300
H (2.796, -6.840, 4.891)  0.299
H (1.575, -5.919, 5.765)  0.118
H (1.295, -6.345, 4.073)  0.465
H (0.914, -9.438, 6.791)  0.255

- electronic energy (Eh) = -6131.3456
- molar mass (g mol⁻¹) = 988.0
- structure (SMILES) = C=C[C@@](C[C@@H](O)CN)(CN(CCCCCCCCOC(C)=O)PP(=O)(O)O)O[C@H](C)Br.CN(C)C=O.CN(C)C=O.CN(C)C=O.CN(C)C=O.CN(C)C=O.CN(C)C=O
- HOMO level (eV) = -8.478
- HOMO-LUMO gap (eV) = 8.8



Molecular formula: C2H5N3O2
Method: DFT, ωB97M-V/def2-TZVPD

Last column: natural (NBO) charge in e.
Cartesian coordinates (Å):
C (0.098, -0.457, 1.515)  0.424
C (-0.298, -0.008, -0.758)  0.956
N (0.075, 1.583, -2.805)  0.178
N (-0.005, 0.395, 0.432)  -0.613
N (0.161, -1.711, 1.547)  -0.601
O (-0.275, -0.839, -1.522)  -0.266
O (-0.546, 1.629, -1.709)  -0.233
H (0.338, 0.108, 2.512)  0.307
H (0.137, 2.593, -3.141)  0.384
H (-0.276, 1.299, 0.679)  0.485
H (0.458, -2.212, 2.462)  0.506
H (0.133, -2.381, 0.785)  0.473

- electronic energy (Eh) = -393.1059
- ΔE to the lowest compared entry with this formula, charge and spin (kcal per mole) = 0.0
- total charge = +2
- molar mass (g mol⁻¹) = 103.1
- HOMO level (eV) = -20.434
- HOMO-LUMO gap (eV) = 9.6